(1)
{"formula": "C31H64N7O5P2", "method": "wB97M-V/def2-TZVPD", "species": ["C", "C", "C", "C", "C", "C", "C", "C", "C", "O", "O", "C", "C", "C", "C", "C", "C", "C", "C", "C", "C", "N", "O", "H", "H", "H", "H", "H", "H", "H", "H", "H", "H", "H", "H", "H", "H", "H", "H", "H", "H", "H", "H", "H", "H", "H", "H", "H", "H", "H", "H", "O", "P", "N", "C", "C", "N", "C", "C", "N", "C", "C", "H", "H", "H", "H", "H", "H", "H", "H", "H", "H", "H", "H", "H", "H", "H", "H", "H", "H", "O", "P", "N", "C", "C", "N", "C", "C", "N", "C", "C", "H", "H", "H", "H", "H", "H", "H", "H", "H", "H", "H", "H", "H", "H", "H", "H", "H", "H"], "xyz": [[-2.634, 3.928, -2.913], [-3.024, 2.355, -2.501], [-4.347, 2.512, -1.490], [-1.843, 1.683, -1.587], [-0.696, 0.910, -2.478], [0.454, 0.150, -1.562], [0.329, 0.452, 0.051], [1.679, -0.036, 0.907], [2.465, -1.301, 0.220], [2.107, -2.578, 0.495], [3.620, -1.115, -0.690], [0.151, 2.017, -3.404], [-0.007, 2.138, -5.049], [0.762, 3.234, -5.998], [1.786, 4.293, -5.269], [2.042, 4.220, -3.641], [1.228, 3.101, -2.723], [-1.482, -0.195, -3.403], [-3.077, 0.098, -3.634], [-3.433, -0.528, -5.144], [-4.012, -0.808, -2.584], [-3.476, 1.549, -3.688], [-3.221, 2.135, -4.868], [-1.792, 3.994, -3.724], [-3.582, 4.492, -3.367], [-2.290, 4.491, -1.919], [-3.981, 3.165, -0.561], [-4.751, 1.465, -1.144], [-5.133, 3.131, -2.113], [-1.280, 2.589, -1.053], [-2.304, 0.980, -0.771], [0.435, -1.033, -1.676], [1.562, 0.463, -1.875], [-0.560, -0.198, 0.510], [0.211, 1.602, 0.311], [2.427, 0.886, 0.893], [1.435, -0.240, 2.049], [3.294, -1.263, -1.627], [-0.770, 1.407, -5.603], [0.535, 3.221, -7.170], [2.312, 5.088, -5.959], [2.810, 4.978, -3.147], [1.408, 3.044, -1.562], [-0.934, -0.427, -4.438], [-1.420, -1.225, -2.802], [-3.360, -1.701, -5.047], [-4.450, -0.139, -5.572], [-2.553, -0.203, -5.883], [-3.838, -0.490, -1.472], [-5.119, -0.663, -2.965], [-3.714, -1.949, -2.767], [-5.723, -2.149, 0.904], [-5.900, -3.368, 1.841], [-4.225, -3.592, 2.035], [-3.330, -4.123, 1.026], [-3.560, -2.523, 2.785], [-6.603, -4.368, 0.656], [-6.056, -5.601, 0.117], [-7.388, -3.707, -0.392], [-6.103, -4.770, 2.919], [-7.165, -4.476, 3.891], [-5.059, -5.528, 3.590], [-2.362, -4.386, 1.481], [-3.159, -3.427, 0.208], [-3.683, -5.073, 0.626], [-3.997, -2.450, 3.785], [-3.668, -1.552, 2.293], [-2.490, -2.714, 2.924], [-5.322, -5.406, -0.669], [-6.850, -6.216, -0.326], [-5.601, -6.235, 0.881], [-6.739, -3.287, -1.170], [-7.999, -2.902, 0.028], [-8.089, -4.401, -0.871], [-6.812, -3.761, 4.647], [-7.520, -5.382, 4.390], [-8.030, -4.035, 3.385], [-4.499, -4.924, 4.317], [-4.354, -5.978, 2.881], [-5.485, -6.382, 4.132], [5.589, 3.690, 2.641], [6.896, 2.906, 2.369], [6.080, 1.439, 2.091], [5.455, 0.624, 3.113], [5.268, 1.427, 0.871], [7.505, 3.075, 3.949], [7.757, 2.012, 4.907], [7.122, 4.285, 4.685], [8.399, 2.004, 2.056], [9.270, 2.813, 1.192], [8.528, 0.609, 1.667], [5.214, -0.371, 2.707], [4.547, 1.072, 3.511], [6.137, 0.400, 3.932], [5.908, 1.613, 0.003], [4.489, 2.193, 0.892], [4.785, 0.458, 0.701], [6.843, 1.716, 5.430], [8.475, 2.338, 5.669], [8.210, 1.128, 4.453], [6.116, 4.190, 5.111], [7.144, 5.162, 4.030], [7.820, 4.500, 5.503], [8.890, 2.826, 0.160], [10.298, 2.441, 1.191], [9.307, 3.846, 1.551], [8.080, 0.400, 0.686], [8.091, -0.069, 2.409], [9.584, 0.315, 1.615]], "forces_ev_per_a": [[-0.2501, -0.0215, -0.1342], [-0.9665, 1.9762, 2.1679], [0.9026, 0.5981, -0.4292], [1.0057, 0.6769, -0.3121], [0.5364, 0.2622, -0.7978], [0.9404, -0.2366, 1.0110], [0.1589, -0.9120, 0.7288], [1.2448, 1.0279, -0.5345], [-1.5506, -6.4898, 1.1397], [2.1675, 8.3352, -1.7916], [-3.2582, 0.1823, 0.7586], [2.1520, 3.1615, -2.7139], [1.4660, 1.7855, 1.1405], [0.5534, -0.2394, 4.6896], [-2.0884, -2.9043, 1.7381], [-2.6571, -2.5560, -1.8816], [-0.6648, 0.0090, -3.7454], [0.3918, -0.8410, 0.4372], [-0.7273, -2.5962, -1.5985], [1.3119, 0.1119, 0.1862], [0.4507, 0.3987, -1.1070], [2.7910, 0.6721, -1.1643], [-0.8363, -1.2143, 2.2946], [-1.5682, -0.2765, 1.7217], [2.0209, -1.3897, 1.1030], [-0.7757, -1.3055, -2.1831], [-0.9727, -1.5252, -1.9435], [0.6993, 2.2151, -0.6851], [1.3616, -1.4182, 1.4692], [-1.4537, -1.9900, -1.0088], [0.9514, 1.2437, -1.6306], [-0.2571, 2.4775, 0.0965], [-2.5507, -0.3999, 0.4368], [1.7285, 1.7124, -1.0999], [0.0494, -2.5527, -0.6403], [-1.4357, -2.0472, -0.0283], [0.4590, 0.0312, -2.6623], [0.4025, 0.0109, 1.5713], [1.8480, 1.8470, 1.4417], [0.6634, 0.1474, 2.9749], [-1.0597, -1.7418, 1.7691], [-1.9318, -1.8972, -1.1121], [-0.3048, 0.2485, -2.5702], [-1.1629, 0.7968, 2.3286], [-0.2255, 2.2247, -1.2519], [-0.4356, 2.3494, -0.2670], [1.9536, -0.9185, 0.9839], [-2.1459, -0.6307, 1.5127], [-0.5772, -0.8101, -2.1386], [2.1369, -0.2796, 1.1902], [-0.6070, 2.5830, 0.5969], [-2.2664, 1.2774, 2.7071], [3.8853, -2.9661, -5.4339], [2.3386, -0.2319, 0.8644], [-0.1113, -0.3710, -0.0803], [-0.3899, -0.0678, 0.1107], [-1.4323, 0.1528, -1.0529], [-0.3462, -0.6444, 0.6642], [0.0563, 0.4493, 0.0832], [-1.5752, 1.2370, 2.3464], [-0.5144, -0.2850, 0.0353], [0.8972, 0.1087, 0.1600], [-0.1869, 0.3521, 0.0429], [0.1449, 0.1275, -0.3471], [-0.1943, 0.1782, -0.1019], [-0.1033, 0.1360, 0.0938], [0.0040, 0.0882, -0.0109], [-0.2205, -0.2504, -0.1258], [0.0387, 0.0738, -0.0675], [-0.0105, 0.2093, 0.0414], [0.0675, 0.2532, 0.0349], [-0.0696, 0.1012, -0.0253], [0.3088, -0.0716, -0.1332], [0.2404, -0.2075, 0.2143], [-0.1805, -0.2225, 0.0837], [0.1191, 0.0310, -0.0116], [0.0737, 0.0737, -0.0910], [0.0453, -0.2026, -0.0524], [-0.1195, 0.4367, 0.0339], [-0.4408, 0.2933, -0.0402], [1.7342, 1.9958, -2.7087], [-2.7469, -3.7559, 5.6516], [-0.9375, -2.0709, -0.9208], [0.2799, -0.0973, 0.2301], [0.3461, 0.1390, 0.0206], [0.3705, 1.4049, 1.0593], [0.9124, -0.2477, -0.2667], [-0.3089, 0.2076, -0.2751], [1.1507, 1.5105, -2.4374], [0.5174, 0.2135, 0.1597], [-0.5698, -0.6599, -0.3086], [-0.0877, 0.3264, -0.1904], [-0.3110, 0.0385, 0.2416], [-0.0416, 0.2740, 0.0390], [-0.0019, 0.1284, -0.1415], [-0.0659, 0.1126, -0.0230], [0.3550, 0.1183, 0.2087], [-0.0993, 0.0283, 0.0224], [-0.1126, 0.1268, -0.1257], [-0.1941, 0.0942, -0.1526], [-0.0211, 0.1238, -0.0184], [-0.1996, -0.2570, 0.1118], [0.0804, -0.3526, -0.1267], [0.2944, -0.0120, 0.0439], [-0.0976, -0.0719, -0.0185], [-0.1325, 0.0065, 0.0405], [0.0806, -0.1497, 0.1350], [-0.2026, 0.3503, -0.2102], [0.0672, 0.5258, -0.0388]], "lowdin_charge": [-0.06, -0.41, -0.06, -0.09, -0.32, -0.14, -0.18, -0.10, -0.28, -0.03, -0.04, -0.07, -0.02, -0.06, -0.08, -0.07, -0.02, -0.08, -0.41, -0.07, -0.06, -0.12, -0.06, 0.07, 0.10, 0.10, 0.10, 0.08, 0.09, 0.13, 0.12, 0.13, 0.12, 0.13, 0.12, 0.11, 0.14, 0.12, 0.08, 0.09, 0.08, 0.09, 0.08, 0.12, 0.13, 0.09, 0.10, 0.08, 0.07, 0.10, 0.10, -0.33, 0.74, -0.37, -0.12, -0.13, -0.31, -0.13, -0.14, -0.29, -0.15, -0.13, 0.09, 0.08, 0.05, 0.07, 0.07, 0.08, 0.08, 0.08, 0.07, 0.08, 0.07, 0.08, 0.08, 0.08, 0.08, 0.08, 0.07, 0.09, -0.32, 0.74, -0.36, -0.12, -0.13, -0.32, -0.14, -0.15, -0.29, -0.15, -0.13, 0.09, 0.08, 0.05, 0.08, 0.07, 0.05, 0.08, 0.08, 0.07, 0.08, 0.07, 0.08, 0.08, 0.08, 0.08, 0.09, 0.07, 0.09], "orbital_gap_ha": 0.25883, "total_charge": 0, "homo_ev": -8.00, "s2": 0.755, "spin_multiplicity": 2}

(2)
{"formula": "C31H65BBrN8O7S", "method": "wB97M-V/def2-TZVPD", "species": ["C", "C", "C", "C", "N", "B", "O", "O", "C", "C", "C", "N", "C", "C", "C", "C", "N", "C", "S", "O", "C", "N", "C", "C", "C", "C", "Br", "C", "C", "H", "H", "H", "H", "H", "H", "H", "H", "H", "H", "H", "H", "H", "H", "H", "H", "H", "H", "H", "H", "H", "H", "H", "H", "H", "H", "H", "H", "H", "H", "H", "H", "H", "H", "H", "H", "H", "C", "C", "O", "N", "C", "H", "H", "H", "H", "H", "H", "H", "C", "C", "O", "N", "C", "H", "H", "H", "H", "H", "H", "H", "C", "C", "O", "N", "C", "H", "H", "H", "H", "H", "H", "H", "C", "C", "O", "N", "C", "H", "H", "H", "H", "H", "H", "H"], "xyz": [[1.389, -5.964, -2.517], [1.152, -5.058, -1.171], [2.389, -3.972, -0.876], [1.877, -2.428, -0.984], [2.915, -1.382, -1.335], [2.230, -0.028, -1.004], [2.006, 1.073, -1.979], [1.653, 0.302, 0.347], [0.196, 0.384, 0.165], [-0.672, -0.594, 1.180], [4.106, -1.393, -0.352], [3.744, -1.775, 1.059], [4.368, -1.015, 2.009], [5.467, -1.806, 2.991], [4.185, 0.585, 2.294], [5.358, -2.332, -0.801], [6.659, -2.041, -0.020], [7.412, -3.213, 0.049], [8.352, -4.615, 0.330], [5.751, -2.267, -2.210], [4.613, -2.434, -3.123], [5.162, -1.982, -4.497], [5.868, -3.172, -5.159], [7.282, -2.661, -5.826], [3.392, -1.392, -2.776], [2.230, -1.431, -3.926], [2.537, -0.026, -5.376], [2.056, -2.850, -4.727], [0.462, -2.886, -5.234], [0.991, -7.053, -2.267], [2.519, -6.010, -2.828], [0.714, -5.475, -3.369], [1.123, -5.825, -0.257], [0.091, -4.516, -1.140], [3.328, -4.267, -1.487], [2.665, -4.155, 0.271], [1.351, -2.236, 0.074], [0.941, -2.448, -1.728], [1.217, 0.800, -2.533], [-0.195, 1.492, 0.346], [-0.170, 0.094, -0.932], [-0.697, -1.659, 0.641], [-0.260, -0.636, 2.274], [-1.795, -0.199, 1.111], [4.499, -0.269, -0.343], [4.992, -2.157, 4.001], [5.840, -2.752, 2.387], [6.440, -1.130, 3.137], [4.720, 0.835, 3.330], [4.733, 1.227, 1.484], [3.052, 0.923, 2.459], [5.135, -3.480, -0.563], [4.308, -3.547, -3.275], [5.905, -1.254, -4.331], [6.127, -4.016, -4.383], [5.184, -3.655, -5.995], [8.022, -3.590, -5.904], [7.842, -1.860, -5.169], [7.015, -2.208, -6.894], [3.931, -0.332, -2.924], [1.135, -1.170, -3.527], [2.805, -2.997, -5.618], [2.216, -3.719, -3.952], [0.345, -1.947, -5.961], [-0.289, -2.782, -4.314], [0.210, -3.892, -5.776], [-4.339, 1.935, 3.065], [-3.318, 0.907, 3.467], [-3.410, -0.272, 3.132], [-2.263, 1.317, 4.229], [-1.984, 2.645, 4.718], [-5.118, 1.462, 2.462], [-4.804, 2.365, 3.956], [-3.864, 2.716, 2.466], [-1.618, 0.571, 4.461], [-1.009, 2.952, 4.330], [-1.943, 2.604, 5.810], [-2.741, 3.369, 4.411], [-5.805, 6.936, 2.243], [-4.784, 5.908, 2.646], [-4.875, 4.729, 2.310], [-3.729, 6.319, 3.408], [-3.450, 7.647, 3.896], [-6.583, 6.464, 1.641], [-6.270, 7.367, 3.135], [-5.329, 7.718, 1.644], [-3.083, 5.573, 3.639], [-2.475, 7.954, 3.508], [-3.408, 7.606, 4.988], [-4.206, 8.371, 3.590], [-5.656, 8.502, 8.993], [-4.995, 8.269, 7.663], [-3.814, 8.546, 7.461], [-5.747, 7.730, 6.660], [-7.135, 7.342, 6.702], [-4.936, 8.934, 9.690], [-6.488, 9.203, 8.876], [-6.011, 7.553, 9.404], [-5.235, 7.602, 5.795], [-7.198, 6.276, 6.464], [-7.672, 7.915, 5.940], [-7.589, 7.522, 7.677], [-4.120, -4.909, -7.113], [-3.148, -4.326, -6.125], [-2.166, -3.676, -6.479], [-3.382, -4.536, -4.797], [-4.469, -5.265, -4.192], [-3.804, -4.660, -8.129], [-4.142, -5.998, -7.014], [-5.116, -4.490, -6.947], [-2.687, -4.114, -4.193], [-5.011, -4.582, -3.532], [-4.044, -6.080, -3.599], [-5.157, -5.677, -4.931]], "forces_ev_per_a": [[-1.2013, 0.3929, 0.2371], [0.4055, -0.4551, 0.8578], [-0.4810, -0.9594, 1.5628], [-2.7197, -2.8966, 0.9038], [-0.7452, -0.0712, 0.5458], [-2.7821, 4.4014, 1.3828], [-0.3766, -3.8883, 1.2590], [0.6731, -2.0068, -3.7681], [-2.6597, 0.6740, 0.4694], [-0.1438, -0.0669, -1.7567], [1.3490, 2.1200, 2.1371], [3.6709, 1.8252, 0.3501], [-0.1943, -1.0247, -0.4332], [-0.3773, -0.2991, -0.7191], [0.5545, 0.0771, 0.8922], [0.6535, -2.8763, -0.2179], [2.6097, -6.7787, -0.5351], [-1.4395, 2.4332, 0.7445], [-3.2297, 4.9385, -1.0536], [-2.4668, 0.3311, 1.1509], [0.5593, 0.8620, -1.8325], [0.3957, -1.7149, 1.6773], [1.0354, -0.2962, -0.3345], [-0.2895, -0.4981, -0.3670], [2.0486, 1.4704, -2.5299], [-0.9880, -0.9708, -0.2882], [-0.1709, -0.7995, 1.3425], [-1.2529, -0.1970, 0.7310], [0.8596, 0.2918, -0.0946], [0.9096, 2.3187, -0.8340], [-2.2663, 0.0930, 0.5999], [1.7220, -1.3453, 1.5571], [0.1486, 1.8701, -1.9113], [2.3014, -1.1011, -0.3046], [-1.7926, 0.7320, 0.8005], [-0.3177, 0.6306, -2.6083], [1.6894, 0.1451, -2.3875], [2.4029, 0.5502, 1.1352], [1.4070, 0.7238, 0.3897], [1.2315, -2.2343, -0.4422], [0.9258, 0.5674, 2.1379], [0.1208, 2.0628, 1.6484], [-0.8808, 0.1032, -2.2429], [2.5208, -0.8636, 0.5426], [-0.5374, -2.0346, -0.4159], [1.0040, 0.8896, -1.8028], [-1.0758, 1.9681, 1.3466], [-2.4716, -1.1866, -0.1451], [-0.9748, -0.7039, -2.3533], [-1.2391, -1.1061, 1.3971], [2.5089, -1.0732, -0.9144], [-0.2796, 2.6036, -0.4232], [0.3701, 2.0190, 0.6774], [-1.1535, -0.9700, 0.0573], [-0.5460, 1.6288, -1.3434], [1.3698, 1.0834, 1.7153], [-1.6899, 2.0747, -0.1415], [-1.3250, -1.5364, -1.2220], [0.9445, -0.9711, 2.3344], [-1.2068, -2.3062, 0.4591], [2.5951, -0.4816, -0.5886], [-1.4857, 0.5650, 1.8639], [-0.2736, 1.5603, -1.4383], [-0.0853, -2.3033, 1.5649], [1.7097, -0.1349, -1.9100], [0.5005, 2.1663, 0.9240], [0.1259, -0.1805, -0.0844], [-0.1730, -0.7034, -0.0733], [0.1931, 0.3794, 0.0529], [-0.3363, -0.3307, -0.4320], [0.3788, -0.2013, 0.2351], [0.2218, -0.0268, 0.1517], [0.0964, 0.2031, -0.2122], [-0.2637, 0.0288, 0.2830], [-0.1930, 0.2047, 0.0152], [-0.0732, 0.2952, 0.1459], [0.0233, 0.3428, -0.0587], [0.0373, -0.2682, -0.0105], [-0.1630, 0.0210, -0.1112], [0.3525, -0.7364, -0.0037], [-0.0211, 0.6507, 0.0739], [-0.6709, -0.4413, -0.4808], [0.4386, -0.1117, 0.2872], [0.2314, -0.0356, 0.1492], [0.0564, 0.1654, -0.1576], [-0.1340, 0.0668, 0.1875], [-0.1456, 0.2580, -0.0550], [-0.1340, 0.2962, 0.1663], [0.1817, 0.4011, -0.0643], [0.1101, -0.1985, -0.0201], [0.0148, 0.0678, 0.1844], [0.8006, 0.1042, -0.4411], [-0.5480, -0.1697, 0.0864], [0.4523, 0.2598, 0.4297], [0.0344, -0.1470, -0.4508], [-0.0440, -0.0946, -0.2638], [-0.0386, -0.1898, 0.1142], [-0.1460, 0.1711, -0.0032], [-0.2275, 0.0210, 0.2666], [-0.3206, 0.0624, 0.0870], [-0.2663, -0.1464, 0.1632], [0.1810, -0.0008, -0.1849], [-0.0466, -0.0228, -0.1804], [0.6858, 0.4569, 0.0727], [-0.4866, -0.3080, 0.1324], [0.2664, 0.1728, -0.6764], [0.1459, 0.0873, 0.4514], [0.0540, 0.0253, 0.2764], [-0.1997, 0.1078, -0.0032], [0.0209, -0.2243, -0.0189], [-0.2277, -0.1145, -0.1630], [-0.1979, -0.2774, -0.0012], [-0.3339, -0.0720, 0.0109], [0.2104, 0.1310, 0.0919]], "lowdin_charge": [-0.14, -0.23, -0.16, -0.11, -0.05, -0.44, 0.08, -0.04, -0.22, -0.07, -0.17, 0.07, -0.22, -0.05, -0.05, -0.26, 0.06, -0.55, 0.68, -0.08, -0.26, -0.04, -0.26, -0.11, -0.17, -0.57, 0.67, -0.26, -0.14, 0.09, 0.08, 0.08, 0.12, 0.12, 0.09, 0.13, 0.15, 0.15, 0.11, 0.15, 0.13, 0.08, 0.10, 0.10, 0.19, 0.09, 0.07, 0.11, 0.10, 0.10, 0.11, 0.16, 0.14, 0.12, 0.12, 0.12, 0.09, 0.08, 0.09, 0.17, 0.10, 0.11, 0.08, 0.09, 0.08, 0.08, -0.02, -0.55, 0.00, 0.00, -0.08, 0.09, 0.09, 0.06, 0.14, 0.08, 0.09, 0.06, 0.00, -0.53, 0.01, 0.01, -0.08, 0.09, 0.08, 0.09, 0.13, 0.09, 0.06, 0.09, -0.01, -0.54, 0.02, 0.00, -0.08, 0.09, 0.09, 0.09, 0.10, 0.09, 0.08, 0.08, -0.01, -0.53, 0.01, 0.00, -0.08, 0.09, 0.09, 0.09, 0.13, 0.09, 0.08, 0.08], "orbital_gap_ha": 0.28209, "total_charge": 1, "homo_ev": -10.88, "spin_multiplicity": 1}